Density functional theory data (wB97M-V/def2-TZVPD) for a structure of composition C33H77N9O11Pt at a distorted geometry.

Calculated values
ΔE to the lowest compared entry with this formula, charge and spin = 314.5 kJ/mol
calculated total energy = -2743.0582 Eh
HOMO level (alpha / beta) = -6.85 / -6.98 eV
gap between HOMO and LUMO (alpha / beta) = 7.18 / 7.30 eV

Structure (ORCA input):
```
! RIJCOSX wB97M-V def2-TZVPD def2/J DEFGRID3
* xyz 0 3
Pt -1.61189 2.10858 -6.17216
C -4.66261 3.35127 -3.94144
C -3.23114 3.82443 -3.59025
C -3.10226 3.69025 -2.04073
O -2.33595 3.12550 -4.37458
H -4.69624 2.27040 -3.80469
H -4.91730 3.44602 -4.99702
H -5.40102 3.68243 -3.21126
H -3.20635 4.90423 -3.73693
H -2.24086 4.26716 -1.70417
H -3.21366 2.67622 -1.65677
H -3.90405 4.19691 -1.50357
C -0.54322 0.99098 -10.34740
C -0.07138 0.81318 -8.84886
C 1.47107 0.71593 -8.91021
O -0.51577 1.88099 -8.09090
H -1.63017 1.02856 -10.27518
H -0.23215 0.12140 -10.92633
H -0.03342 1.83371 -10.81430
H -0.39885 -0.06613 -8.29417
H 1.82642 -0.09891 -8.27946
H 1.96880 1.62711 -8.57837
H 1.83415 0.40985 -9.89133
C -2.31790 5.07081 -7.77095
O -2.66694 3.90736 -7.32323
N -3.15840 6.11492 -7.80649
C -4.36415 6.19604 -7.09142
C -2.88405 7.29330 -8.56277
H -1.37556 5.26875 -8.30483
H -4.24086 7.14646 -6.57219
H -4.55001 5.32246 -6.46658
H -5.08579 6.32907 -7.89742
H -3.01848 8.19273 -7.96188
H -1.91686 7.34302 -9.06294
H -3.59138 7.38849 -9.38662
C -4.75209 2.61537 -11.63209
O -5.50306 2.05021 -12.47015
N -3.60537 3.09581 -11.87446
C -2.87928 3.97957 -10.85468
C -2.84800 2.79975 -13.12247
H -5.07439 2.78722 -10.59345
H -3.45032 4.07928 -9.93160
H -2.67944 4.96051 -11.28585
H -1.87829 3.58506 -10.68009
H -2.30232 3.72425 -13.31127
H -2.17941 2.02982 -12.73737
H -3.38457 2.31538 -13.93830
C 2.58855 -1.88395 -6.21865
O 3.61640 -1.59920 -5.47580
N 1.45132 -2.29064 -5.62774
C 0.37358 -2.82845 -6.44214
C 1.32608 -2.60544 -4.15332
H 2.48054 -1.83398 -7.31320
H 0.18120 -3.81014 -6.00928
H 0.63854 -3.09912 -7.46421
H -0.57491 -2.29219 -6.47187
H 1.59401 -3.65272 -4.01357
H 2.04868 -2.03001 -3.57468
H 0.31370 -2.30615 -3.88202
C 1.75592 1.56374 -4.99744
O 0.53158 1.90399 -5.08375
N 2.73345 2.33263 -5.50727
C 4.14365 2.01195 -5.26528
C 2.52383 3.48714 -6.37754
H 2.17638 0.63462 -4.58252
H 4.59404 1.62011 -6.17726
H 4.46147 1.23267 -4.57259
H 4.81244 2.82026 -4.96955
H 2.86796 3.26754 -7.38821
H 1.46743 3.75565 -6.37404
H 2.95240 4.42664 -6.02860
C -0.66165 1.10618 -1.84338
O -1.01372 -0.03242 -1.50406
N -0.14772 2.01120 -1.02677
C 0.30350 3.34240 -1.55894
C 0.06964 1.81839 0.39083
H -0.71611 1.52003 -2.86219
H 1.35425 3.27422 -1.84067
H 0.08085 4.04746 -0.75806
H -0.24162 3.59104 -2.46951
H -0.64022 2.51988 0.82911
H 0.02528 0.77220 0.69353
H 1.01990 2.12366 0.82892
C -4.28172 0.27459 -7.57172
O -3.56724 1.08889 -6.97119
N -5.60532 0.30681 -7.59165
C -6.45803 -0.70747 -8.11908
C -6.25734 1.52917 -7.09054
H -3.85111 -0.54985 -8.16085
H -6.14051 -1.28816 -8.98515
H -7.40717 -0.21777 -8.33685
H -6.81672 -1.41131 -7.36804
H -5.59444 2.37543 -6.91025
H -7.06392 1.79793 -7.77267
H -6.77734 1.41158 -6.13981
C 2.94194 6.34360 -11.08507
O 3.85886 6.63780 -11.87777
N 2.56306 5.09959 -10.57502
C 1.61682 5.04494 -9.41176
C 3.09269 3.86909 -11.04543
H 2.37532 7.12344 -10.55311
H 0.80171 4.32679 -9.50092
H 1.34970 6.01469 -8.99184
H 2.17726 4.65567 -8.56177
H 3.97507 3.53642 -10.49877
H 2.21529 3.22852 -10.95627
H 3.34630 3.98747 -12.09888
C 0.07923 6.39605 -5.08122
O 0.23694 6.59938 -6.25340
N 0.87864 6.81581 -4.08633
C 2.14802 7.46187 -4.31850
C 0.56510 6.53721 -2.66008
H -0.81344 5.94506 -4.62086
H 2.13983 8.40637 -3.77447
H 2.43400 7.80674 -5.31217
H 2.93689 6.85148 -3.87894
H 0.44017 7.47171 -2.11309
H -0.23007 5.79590 -2.58106
H 1.44345 6.09862 -2.18654
C -2.78094 -0.04164 -4.06562
O -1.95292 0.17431 -4.97901
N -3.70511 -0.96753 -4.07378
C -4.67333 -1.14105 -2.96258
C -3.60165 -2.03133 -5.07115
H -2.86415 0.64260 -3.20709
H -4.22779 -1.83432 -2.24916
H -5.42226 -1.76774 -3.44681
H -5.07847 -0.23430 -2.51340
H -4.59731 -2.43834 -5.24748
H -3.32834 -1.47880 -5.97010
H -2.91600 -2.83826 -4.81260
*
```

***

Density functional theory data (wB97M-V/def2-TZVPD) for a cluster of 5 separate species, C33H79N6O10 in total at a distorted geometry.

Calculated values
calculated total energy = -2385.1913 Eh
HOMO level = -9.77 eV
gap between HOMO and LUMO = 6.62 eV

Structure (ORCA input):
```
! RIJCOSX wB97M-V def2-TZVPD def2/J DEFGRID3
* xyz 1 1
C 2.74793 2.79373 -2.66308
C 2.46042 2.76141 -4.18460
C 2.42305 4.10622 -4.87511
O 2.47553 4.15587 -6.01990
O 2.27737 5.27562 -4.14252
C 0.92717 5.73433 -4.13721
C 0.21452 5.12383 -2.90815
N -1.15108 4.53854 -3.19688
C -1.81723 4.23989 -1.86808
C -2.53297 2.86671 -1.72400
N -2.68162 2.06834 -2.93402
C -1.34413 2.03094 -3.55128
C -1.12539 3.41822 -4.19003
H 1.83671 2.56521 -2.11588
H 3.01825 3.81411 -2.40456
H 3.54789 2.13339 -2.36850
H 3.23304 2.16643 -4.65552
H 1.53748 2.23456 -4.40125
H 0.99593 6.80932 -4.01553
H 0.42854 5.52735 -5.08435
H 0.83697 4.41148 -2.38049
H 0.01636 5.93910 -2.21739
H -1.66679 5.30350 -3.62599
H -1.04284 4.28600 -1.11339
H -2.49161 5.04924 -1.61742
H -2.01401 2.27390 -0.97787
H -3.52955 3.02690 -1.32487
H -3.25495 2.58229 -3.59737
H -1.28073 1.30497 -4.35442
H -0.58971 1.85067 -2.78953
H -0.21714 3.37530 -4.78226
H -1.93224 3.59899 -4.89314
C 1.32538 0.81573 4.49961
O 2.49885 1.24082 3.82216
C 3.50350 0.23480 3.74164
C 3.69408 -0.21475 2.30720
N 2.52878 -0.95684 1.83865
C 2.52365 -1.19917 0.39869
C 2.43435 0.01413 -0.52292
O 1.19039 0.70736 -0.45446
C 1.09956 1.67608 0.57773
H 0.68213 1.68631 4.62474
H 0.78046 0.05971 3.92493
H 1.56499 0.41545 5.48756
H 3.27755 -0.61181 4.39571
H 4.43726 0.68466 4.09077
H 4.57857 -0.85477 2.24208
H 3.87510 0.68212 1.69944
H 1.69150 -0.44018 2.07592
H 1.66162 -1.83678 0.18677
H 3.41338 -1.77933 0.13490
H 2.50673 -0.35389 -1.55071
H 3.27112 0.70890 -0.39002
H 2.06593 2.13447 0.80000
H 0.67685 1.24323 1.48608
H 0.41364 2.46017 0.24065
C 8.48483 9.62863 -3.39223
O 7.64461 9.19200 -2.33701
C 6.30757 9.66590 -2.43090
C 5.35248 8.52169 -2.70967
N 5.53501 7.99717 -4.05856
C 4.83326 6.74126 -4.31237
C 5.27456 5.51071 -3.50616
O 6.57658 5.06456 -3.82375
C 7.63173 5.71149 -3.12701
H 9.50221 9.32402 -3.15270
H 8.20230 9.17021 -4.34564
H 8.46123 10.71731 -3.48944
H 6.21019 10.45537 -3.18127
H 6.05416 10.09891 -1.45863
H 4.32269 8.87795 -2.60214
H 5.53113 7.75141 -1.94767
H 6.52283 7.84807 -4.21841
H 4.97233 6.51057 -5.37209
H 3.76778 6.90254 -4.16713
H 4.61155 4.68622 -3.77531
H 5.15849 5.64904 -2.42348
H 7.32946 6.03084 -2.12700
H 8.00699 6.56652 -3.69334
H 8.45042 4.99864 -3.03043
C -3.43907 -5.53755 3.16693
O -2.33939 -6.28150 3.66385
C -1.55042 -6.88993 2.64797
C -0.17555 -6.25518 2.58288
N -0.24751 -4.89037 2.07043
C 0.99277 -4.12968 2.21531
C 1.47732 -3.83337 3.63448
O 0.63678 -2.94797 4.35869
C -0.45614 -3.55811 5.02697
H -4.04632 -5.23079 4.01770
H -3.10428 -4.63726 2.63994
H -4.05794 -6.14320 2.50004
H -2.04961 -6.85587 1.67519
H -1.43243 -7.94192 2.92409
H 0.46508 -6.84947 1.92482
H 0.24918 -6.28546 3.59424
H -0.98135 -4.39690 2.56205
H 0.83586 -3.17205 1.71563
H 1.78875 -4.64301 1.66555
H 2.43699 -3.31821 3.54651
H 1.67305 -4.74583 4.20909
H -0.22453 -4.57480 5.35111
H -1.34795 -3.56378 4.39488
H -0.68386 -2.95752 5.90859
C -7.61408 -10.59786 2.94082
O -8.66003 -9.92466 2.26363
C -9.61399 -9.32149 3.13186
C -9.54383 -7.81035 3.04030
N -8.30615 -7.30369 3.62453
C -8.04907 -5.89211 3.35232
C -7.81827 -5.47306 1.90112
O -6.62059 -5.97727 1.33435
C -6.71922 -7.27889 0.77810
H -7.02461 -11.12911 2.19489
H -6.95697 -9.89493 3.46389
H -8.01066 -11.32588 3.65393
H -9.49181 -9.66211 4.16380
H -10.60226 -9.64299 2.79085
H -10.39399 -7.37725 3.57509
H -9.63142 -7.54011 1.98001
H -7.53044 -7.84321 3.26260
H -7.15429 -5.62024 3.91913
H -8.87284 -5.29997 3.76383
H -7.70986 -4.38448 1.89580
H -8.67570 -5.69534 1.25589
H -7.71450 -7.48117 0.37677
H -6.45309 -8.04063 1.51546
H -5.99663 -7.34724 -0.03611
*
```

***

Density functional theory data (wB97M-V/def2-TZVPD) for a cluster of 18 separate species, C33H81BCl2N18O39S in total at a distorted geometry.

Calculated values
calculated total energy = -6567.6156 Eh
HOMO level = -9.26 eV
gap between HOMO and LUMO = 8.33 eV

Structure (ORCA input):
```
! RIJCOSX wB97M-V def2-TZVPD def2/J DEFGRID3
* xyz 0 1
C -7.11221 -2.84460 1.09697
C -6.78981 -1.50911 0.23819
C -5.80714 -0.49993 1.00071
C -4.37265 -1.17823 1.34211
C -3.85081 -2.09998 0.14642
C -2.27307 -2.32809 0.10763
C -1.40876 -0.98892 0.11273
C -1.92353 0.12832 -0.95129
C -2.48069 1.42200 -0.19694
C -1.87381 2.81025 -0.70215
C -3.00303 3.88512 -1.01989
Cl -3.17404 5.52181 -0.23220
C -3.96688 3.61705 -2.02587
C -5.10752 4.70367 -2.35328
Cl -4.01615 2.10843 -3.02106
O -1.14040 2.79332 -1.99137
S -0.14619 4.13623 -1.94611
O 1.22884 4.01377 -2.54112
O -0.64927 5.43043 -2.51767
O -0.01236 4.27350 -0.28743
C -0.70237 3.11707 0.32482
C 0.32349 1.90414 0.66066
N 0.94702 1.32501 -0.55118
B -1.01753 3.67392 1.82049
C -2.50747 3.64373 2.50878
O 0.02244 4.27116 2.64860
H -7.02435 -2.52269 2.19210
H -8.18961 -3.16320 0.92917
H -6.39796 -3.69854 0.83891
H -7.78519 -0.98455 0.00455
H -6.38693 -1.82840 -0.78878
H -5.64446 0.38015 0.27978
H -6.30352 -0.18924 1.97546
H -4.58415 -1.87804 2.23094
H -3.61395 -0.41294 1.70408
H -4.24534 -1.66643 -0.83508
H -4.33635 -3.13060 0.27725
H -1.99908 -2.89732 1.07055
H -2.02312 -3.04595 -0.75252
H -1.32579 -0.58160 1.16868
H -0.34149 -1.29303 -0.19263
H -1.05093 0.31319 -1.64743
H -2.76304 -0.29887 -1.60768
H -3.60775 1.46804 -0.41509
H -2.39394 1.23440 0.91635
H -4.62368 5.72983 -2.53183
H -5.83697 4.81334 -1.47442
H -5.66340 4.44716 -3.31310
H -0.13570 1.14053 1.37110
H 1.16780 2.40486 1.26567
H 1.43746 0.44412 -0.37071
H 1.52680 2.00244 -1.05496
H -2.72225 4.62368 3.06377
H -3.32907 3.56971 1.71482
H -2.63007 2.78052 3.24612
H 0.04196 3.75437 3.48703
C 2.04572 -4.13982 -1.12556
N 0.70542 -4.27252 -0.49423
O -0.27466 -4.25189 -1.22249
O 0.68052 -4.39182 0.71690
H 1.92175 -4.04003 -2.20101
H 2.51631 -3.25076 -0.70702
H 2.61210 -5.03662 -0.88489
C 1.30625 -3.56851 3.89094
N 2.02365 -2.27249 3.76608
O 2.84143 -2.16632 2.86579
O 1.74307 -1.40581 4.57487
H 1.65432 -4.23743 3.11136
H 1.52989 -3.97353 4.87493
H 0.24146 -3.36667 3.77829
C 6.84628 -4.23807 -2.35123
N 5.50538 -4.38014 -1.72600
O 4.53614 -4.35903 -2.46618
O 5.47389 -4.50793 -0.51249
H 6.72348 -4.13228 -3.42823
H 7.31334 -3.34981 -1.92712
H 7.41602 -5.13556 -2.11380
C -4.25731 7.40487 4.06607
N -5.19765 6.25784 3.96641
O -4.71546 5.13843 3.92845
O -6.38443 6.52229 3.92961
H -3.23904 7.02251 4.08948
H -4.41320 8.03431 3.19134
H -4.48942 7.94074 4.98498
C 7.14956 -3.57724 -7.30450
N 7.15510 -3.37288 -5.83270
O 7.71475 -4.21505 -5.14907
O 6.59847 -2.37562 -5.41270
H 7.67860 -4.50000 -7.53183
H 6.11022 -3.63918 -7.62327
H 7.65145 -2.72302 -7.75611
C -6.91970 8.11821 -1.39372
N -7.64938 7.32365 -2.41622
O -7.21063 7.33394 -3.55246
O -8.63694 6.71713 -2.04067
H -6.06749 8.60166 -1.86660
H -7.61243 8.85904 -0.99743
H -6.59037 7.42933 -0.61696
C 6.33930 -2.60916 1.85477
N 7.57431 -3.09094 1.18543
O 7.93532 -4.22954 1.42539
O 8.13855 -2.30804 0.44041
H 5.94661 -3.40549 2.48199
H 6.60702 -1.74151 2.45603
H 5.62655 -2.34589 1.07528
C 5.34893 -5.43193 4.25114
N 4.01050 -5.56503 4.88081
O 3.03866 -5.54223 4.14381
O 3.98043 -5.68709 6.09128
H 5.22205 -5.33113 3.17622
H 5.82093 -4.54369 4.66952
H 5.91473 -6.32909 4.48938
C -2.36486 -5.83417 -3.09133
N -3.06393 -6.62313 -4.13908
O -2.60032 -6.59506 -5.26516
O -4.05362 -7.24314 -3.79271
H -1.50744 -5.33765 -3.53953
H -3.07291 -5.10429 -2.70187
H -2.04615 -6.52840 -2.31564
C 5.83931 -0.43600 -2.18692
N 4.57549 -0.78997 -1.48986
O 3.61218 -0.07371 -1.67328
O 4.59264 -1.78150 -0.77937
H 5.67317 0.46150 -2.77855
H 6.59724 -0.26164 -1.42410
H 6.10775 -1.27566 -2.82659
C 6.26206 -7.55989 0.31190
N 6.83509 -7.78757 1.66315
O 7.99158 -8.16095 1.72622
O 6.10214 -7.58227 2.61438
H 7.02392 -7.78032 -0.43284
H 5.40870 -8.22712 0.19967
H 5.95750 -6.51473 0.25530
C 0.94118 7.33688 0.62591
N 0.57844 8.76168 0.83221
O -0.59033 9.06347 0.66976
O 1.47367 9.52493 1.14870
H 0.04430 6.78685 0.34947
H 1.67972 7.29650 -0.17340
H 1.35094 6.96115 1.56247
C -5.40759 -7.36914 1.22245
N -4.68675 -6.07663 1.09127
O -3.89119 -5.96859 0.17504
O -4.94591 -5.21552 1.91324
H -5.07889 -8.03557 0.42799
H -5.16392 -7.78312 2.19960
H -6.47289 -7.16091 1.13568
C 8.70567 -9.90116 4.46800
N 8.38187 -11.32790 4.20927
O 9.09775 -12.16801 4.72407
O 7.41934 -11.55286 3.49753
H 9.58042 -9.85131 5.11284
H 8.90691 -9.43082 3.50745
H 7.84164 -9.45148 4.95466
C -2.21925 10.90869 -1.05531
N -3.22599 10.42252 -2.03421
O -3.88764 9.44708 -1.71722
O -3.31619 11.03225 -3.08266
H -2.25187 10.27236 -0.17649
H -1.24345 10.85424 -1.53478
H -2.47685 11.93513 -0.79826
C -4.44125 1.04859 -6.44030
N -4.61178 -0.35580 -6.89492
O -4.27314 -1.23827 -6.12660
O -5.07944 -0.52089 -8.00657
H -4.01726 1.04406 -5.43833
H -3.76922 1.54152 -7.14095
H -5.42483 1.51577 -6.44066
C 1.24604 12.35502 2.95965
N -0.07857 12.25666 3.62579
O -1.06772 12.29404 2.91547
O -0.07773 12.14516 4.83829
H 1.09282 12.44872 1.88720
H 1.74874 13.23594 3.35612
H 1.79836 11.44623 3.19166
*
```

***

Which value of calculated total energy does entry 3 give? -6567.6156 Eh

***

Number 2 is which compound? C33H79N6O10

***

Which of these has the lowest calculated total energy? C33H81BCl2N18O39S

***

The highest calculated total energy belongs to which entry? C33H79N6O10